{"formula": "C6H11ClO", "method": "the ωB97M-V functional and the def2-TZVPD basis", "elements": ["C", "C", "C", "C", "O", "Cl", "C", "C", "H", "H", "H", "H", "H", "H", "H", "H", "H", "H", "H"], "xyz": [[1.648, 0.778, 1.190], [1.309, -0.007, 0.179], [2.324, -0.694, -0.681], [-0.124, -0.317, -0.185], [-0.231, -0.416, -1.548], [-0.423, -2.009, 0.538], [-1.176, 0.599, 0.444], [-2.598, 0.290, -0.019], [0.938, 1.278, 1.822], [2.686, 0.947, 1.423], [2.171, -1.771, -0.646], [2.203, -0.379, -1.715], [3.331, -0.463, -0.346], [-1.146, -0.614, -1.785], [-1.123, 0.495, 1.527], [-0.917, 1.626, 0.177], [-2.744, 0.555, -1.065], [-3.305, 0.868, 0.569], [-2.822, -0.766, 0.120]], "atomic_forces_ev_per_a": [[-0.12, 0.04, -0.08], [0.10, -0.05, -0.22], [-0.02, 0.04, -0.03], [-0.20, 0.14, 0.80], [-0.01, 0.10, -0.45], [-0.06, -0.20, 0.04], [-0.07, -0.13, -0.15], [0.24, 0.02, 0.11], [-0.23, 0.08, 0.10], [0.22, -0.01, 0.01], [0.04, -0.09, -0.04], [0.09, -0.03, -0.07], [0.07, 0.01, 0.02], [0.08, 0.01, 0.07], [0.07, 0.05, -0.03], [0.06, -0.01, 0.05], [-0.08, 0.03, -0.08], [-0.10, 0.04, -0.03], [-0.09, -0.05, 0.00]], "energy_ha": -770.6387, "homo_energy_ev": -9.65, "smiles": "C=C(C)[C@@](O)(Cl)CC", "orbital_gap_ha": 0.3843, "relative_energy_kj_mol": 28.1, "spin_multiplicity": 1}